# 1
{"formula": "C2H3NP2", "method": "the ωB97M-V functional and the def2-TZVPD basis", "elements": ["C", "C", "N", "P", "P", "H", "H", "H"], "positions_angstrom": [[1.8759, -0.0219, 0.4297], [-1.1529, 0.4022, -0.9505], [1.9520, -0.3144, 1.5305], [-1.3264, -1.2130, -1.1862], [-1.8949, -0.0832, 0.6182], [1.5643, 0.2752, -0.4937], [-0.5081, 1.2253, -1.1846], [-0.5100, -0.2701, 1.2366]], "lumo_ha": -0.021, "gap_ev": 8.36, "smiles": "C1=P#[PH]1.C#N", "de_lowest_kcal_mol": 45.7, "e_homo_ev": -8.935, "fmax_ha_per_bohr": 0.044}

# 2
{"formula": "C2H3NS", "method": "the ωB97M-V functional and the def2-TZVPD basis", "elements": ["C", "C", "N", "S", "H", "H", "H"], "positions_angstrom": [[-0.2435, -1.7042, -0.0334], [-0.2706, -0.3518, -0.4932], [0.8116, -0.8769, 0.3277], [-0.8512, -3.0468, 0.4392], [-0.1753, 0.1642, -1.4656], [-1.1557, 0.2314, 0.5162], [1.7562, -1.0573, -0.0616]], "lumo_ha": -0.001, "gap_ev": 8.64, "de_lowest_kcal_mol": 75.8, "e_homo_ev": -8.669, "fmax_ha_per_bohr": 0.103}

# 3
{"formula": "C2H3NS2", "method": "the ωB97M-V functional and the def2-TZVPD basis", "elements": ["C", "C", "N", "S", "S", "H", "H", "H"], "positions_angstrom": [[1.2816, 1.1249, -0.8405], [-1.3844, -1.2587, 0.5900], [1.7539, 0.9649, 0.2734], [-0.8727, -0.7680, -0.8719], [1.0837, 1.2704, -2.3583], [-2.4917, -1.1976, 0.7681], [-0.7393, -1.5341, 1.3368], [1.3690, 1.3981, 1.1025]], "lumo_ha": -0.019, "gap_ev": 8.31, "smiles": "N=C=S.C=S", "de_lowest_kcal_mol": 30.8, "e_homo_ev": -8.829, "fmax_ha_per_bohr": 0.083}

# 4
{"formula": "C2H3NS2", "method": "the ωB97M-V functional and the def2-TZVPD basis", "elements": ["C", "C", "N", "S", "S", "H", "H", "H"], "positions_angstrom": [[1.5947, 0.2756, 0.3255], [-0.5377, -0.6847, -0.1281], [0.3511, 0.3599, 0.1504], [2.6250, -1.1032, 0.4954], [-0.1013, -2.3856, 0.3662], [2.2258, 1.1816, 0.6848], [-1.6396, -0.6516, 0.2855], [-0.5441, -0.5863, -1.1772]], "lumo_ha": [-0.113, -0.113], "gap_ev": [6.05, 6.01], "de_lowest_kcal_mol": 68.5, "e_homo_ev": [-9.130, -9.099], "fmax_ha_per_bohr": 0.057}

# 5
{"formula": "C2H3NS2", "method": "the ωB97M-V functional and the def2-TZVPD basis", "elements": ["C", "C", "H", "H", "H", "N", "S", "S"], "positions_angstrom": [[1.2540, 0.4316, 1.3421], [-1.1222, -0.6134, -1.3382], [0.5724, 1.6092, 1.3172], [1.8558, 0.0788, 2.2426], [-1.0984, -1.3798, -0.6235], [0.8188, -0.4273, 0.3157], [-0.1164, 0.4397, -0.8011], [-2.1640, -0.1388, -2.4548]], "lumo_ha": -0.023, "gap_ev": 8.11, "de_lowest_kcal_mol": 77.3, "e_homo_ev": -8.737, "fmax_ha_per_bohr": 0.132}

# 6
{"formula": "C2H3NS2", "method": "the ωB97M-V functional and the def2-TZVPD basis", "elements": ["C", "C", "H", "H", "H", "N", "S", "S"], "positions_angstrom": [[0.5589, -0.0670, -0.0331], [-0.5987, -1.0259, -0.0062], [0.8827, 1.8713, 0.1075], [-0.7892, 1.3928, 0.0158], [-0.2934, -2.0902, -0.0062], [0.2127, 1.1878, -0.0409], [2.1466, -0.7311, -0.0178], [-2.1197, -0.5377, -0.0191]], "lumo_ha": -0.060, "gap_ev": 7.15, "smiles": "NC(=S)C=S", "de_lowest_kcal_mol": 2.9, "e_homo_ev": -8.781, "fmax_ha_per_bohr": 0.059}